# 1
DFT (ωB97M-V/def2-TZVPD) results for a single C4H10O2 molecule.

Geometry as XYZ:
```
16
Properties=species:S:1:pos:R:3
C -0.50 1.36 -0.79
C -0.13 0.23 0.18
C 1.16 0.62 0.92
O -1.15 -0.09 1.12
C -0.05 -1.06 -0.64
O -0.11 -2.19 0.27
H -1.47 1.18 -1.27
H -0.53 2.32 -0.28
H 0.25 1.44 -1.59
H 1.96 0.88 0.22
H 0.97 1.49 1.55
H 1.51 -0.19 1.57
H -0.97 -1.06 1.22
H -0.94 -1.07 -1.28
H 0.86 -1.08 -1.26
H -0.85 -2.78 0.07
```

Values from the calculation:
* SMILES: CC(C)(O)CO
* relative energy (zero: lowest compared OMol25 entry of this formula, charge and spin): 0.769 eV
* frontier orbital gap: 10.66 eV
* net charge: 0
* E_HOMO: -9.95 eV
* LUMO energy: 0.7 eV



# 2
DFT (ωB97M-V/def2-TZVPD) results for 2 unconnected molecules or ions with the total composition C4H6F3NO.

Geometry as XYZ:
```
15
Properties=species:S:1:pos:R:3
C -0.49 -0.03 -0.44
C 0.50 -0.51 0.54
C -1.95 0.19 -0.06
C 2.47 0.10 0.09
N 0.07 -1.38 -0.46
O -2.38 1.50 -0.34
F 2.98 -0.67 -0.85
F 2.43 1.37 -0.33
F 3.19 0.02 1.20
H -0.16 0.60 -1.26
H 0.45 -0.61 1.60
H -2.11 -0.06 1.00
H -2.57 -0.46 -0.68
H -0.52 -2.17 -0.22
H -1.91 2.12 0.22
```

Values from the calculation:
* frontier orbital gap (spin up / spin down): 6.13 / 8.42 eV
* net charge: 0
* expectation value of S²: 2.00
* E_HOMO (spin up / spin down): -5.31 / -10.43 eV
* multiplicity: 3
* LUMO energy (spin up / spin down): 0.8 / -2.0 eV



Across the entries above, max |F| takes the values 1.19, 4.52 eV/A, respectively.